Density functional theory data (wB97M-V/def2-TZVPD) for 2 unconnected molecules or ions with the total composition C5H10O2.

Calculated values
Molar mass: 102.13 g mol⁻¹
Relative energy (zero: lowest compared OMol25 entry of this formula, charge and spin): 285.1 kJ/mol
Maximum force: 0.009 hartree/bohr
Charge: 0

Bonds (Å) are listed after each position.
Atoms and positions in Å:
1 C 2.259 -0.331 -1.520  C2 1.497, H5 1.094, H6 1.096, H7 1.098
2 C 0.950 0.099 -0.933  C1 1.497, C3 1.330, H8 1.089
3 C 0.906 0.886 0.138  C2 1.330, O4 1.361, H9 1.092
4 O -0.184 1.638 0.454  C3 1.361, H10 0.964
5 H 2.256 -1.344 -1.930  C1 1.094
6 H 3.062 -0.250 -0.779  C1 1.096
7 H 2.507 0.355 -2.340  C1 1.098
8 H 0.034 -0.108 -1.486  C2 1.089
9 H 1.780 1.007 0.782  C3 1.092
10 H -0.219 1.781 1.407  O4 0.964
11 C -1.129 -0.964 1.519  C12 1.326, H14 1.083, H15 1.087
12 C -2.004 -0.628 0.580  C11 1.326, O13 1.363, H16 1.091
13 O -2.849 0.432 0.721  C12 1.363, H17 0.964
14 H -0.456 -1.799 1.371  C11 1.083
15 H -1.009 -0.350 2.407  C11 1.087
16 H -2.090 -1.187 -0.353  C12 1.091
17 H -3.149 0.712 -0.151  O13 0.964

Atom charges from the natural (NBO) analysis, given in e for atoms 1 to 2:
1 C -0.628
2 C -0.283



Density functional theory data (wB97M-V/def2-TZVPD) for a single C5H10O2 molecule in a non-equilibrium geometry.

Calculated values
Molar mass: 102.13 g mol⁻¹
Relative energy (zero: lowest compared OMol25 entry of this formula, charge and spin): 337.5 kJ/mol
Maximum force: 0.065 hartree/bohr
Charge: 0

Bonds (Å) are listed after each position.
Atoms and positions in Å:
1 C -1.803 -1.093 -0.889  O2 1.395, H8 1.171, H9 1.089, H10 1.128
2 O -0.856 -0.881 0.114  C1 1.395, C3 1.401
3 C -0.506 0.476 0.109  O2 1.401, C4 1.555, C6 1.542, H11 1.236
4 C -0.252 0.892 1.586  C3 1.555, O5 1.434, H12 1.112, H13 1.090
5 O 1.104 1.251 1.287  C4 1.434, C6 1.442
6 C 1.002 0.749 -0.061  C3 1.542, O5 1.442, C7 1.516, H14 1.094
7 C 1.922 -0.430 -0.310  C6 1.516, H15 1.096, H16 1.094, H17 1.094
8 H -2.450 -0.125 -0.772  C1 1.171
9 H -1.318 -0.956 -1.855  C1 1.089
10 H -2.184 -2.155 -0.881  C1 1.128
11 H -1.201 1.099 -0.702  C3 1.236
12 H -0.291 0.052 2.314  C4 1.112
13 H -0.848 1.722 1.965  C4 1.090
14 H 1.182 1.552 -0.782  C6 1.094
15 H 1.843 -0.787 -1.344  C7 1.096
16 H 2.951 -0.100 -0.135  C7 1.094
17 H 1.704 -1.268 0.359  C7 1.094

Atom charges from the natural (NBO) analysis, given in e for atoms 1 to 2:
1 C -0.251
2 O -0.543



Density functional theory data (wB97M-V/def2-TZVPD) for a single C5H10O2 molecule.

Calculated values
Molar mass: 102.13 g mol⁻¹
Relative energy (zero: lowest compared OMol25 entry of this formula, charge and spin): 119.1 kJ/mol
Maximum force: 0.007 hartree/bohr
Charge: 0

Bonds (Å) are listed after each position.
Atoms and positions in Å:
1 C 0.666 -0.792 2.295  C2 1.509, H8 1.093, H9 1.094, H10 1.093
2 C 0.616 0.179 1.141  C1 1.509, O3 1.424, O7 1.404, H11 1.105
3 O -0.629 0.870 1.124  C2 1.424, C4 1.417
4 C -1.115 0.843 -0.207  O3 1.417, C5 1.528, H12 1.100, H13 1.095
5 C 0.089 0.372 -1.020  C4 1.528, C6 1.513, O7 1.421, H14 1.103
6 C -0.224 -0.365 -2.304  C5 1.513, H15 1.093, H16 1.095, H17 1.095
7 O 0.720 -0.494 -0.086  C2 1.404, C5 1.421
8 H -0.094 -1.566 2.154  C1 1.093
9 H 1.652 -1.261 2.364  C1 1.094
10 H 0.462 -0.258 3.227  C1 1.093
11 H 1.421 0.932 1.215  C2 1.105
12 H -1.941 0.122 -0.293  C4 1.100
13 H -1.475 1.836 -0.494  C4 1.095
14 H 0.755 1.229 -1.222  C5 1.103
15 H 0.658 -0.905 -2.656  C6 1.093
16 H -0.525 0.345 -3.082  C6 1.095
17 H -1.035 -1.085 -2.156  C6 1.095

Atom charges from the natural (NBO) analysis, given in e for atoms 1 to 2:
1 C -0.635
2 C 0.374



Density functional theory data (wB97M-V/def2-TZVPD) for a single C5H10O2 molecule in a non-equilibrium geometry.

Calculated values
Molar mass: 102.13 g mol⁻¹
Relative energy (zero: lowest compared OMol25 entry of this formula, charge and spin): 404.8 kJ/mol
Maximum force: 0.076 hartree/bohr
Charge: 0

Bonds (Å) are listed after each position.
Atoms and positions in Å:
1 C -0.822 1.635 1.606  C2 1.367, H8 1.083, H9 1.083
2 C -0.761 1.142 0.333  C1 1.367, C3 1.554, H10 1.089
3 C 0.519 0.571 -0.339  C2 1.554, O4 1.428, C5 1.506, H11 1.094
4 O 0.729 1.383 -1.494  C3 1.428, H12 0.967
5 C 0.176 -0.854 -0.687  C3 1.506, C6 1.501, O7 1.692, H13 1.089
6 C 0.805 -1.981 0.079  C5 1.501, H14 1.098, H15 1.092, H16 1.092
7 O -1.403 -0.689 -0.101  C5 1.692, H17 0.976
8 H -0.136 1.309 2.378  C1 1.083
9 H -1.500 2.445 1.848  C1 1.083
10 H -1.406 1.635 -0.392  C2 1.089
11 H 1.375 0.637 0.338  C3 1.094
12 H 1.525 1.064 -1.941  O4 0.967
13 H 0.093 -1.036 -1.758  C5 1.089
14 H 1.617 -2.424 -0.514  C6 1.098
15 H 0.107 -2.794 0.288  C6 1.092
16 H 1.218 -1.646 1.033  C6 1.092
17 H -2.137 -0.399 -0.676  O7 0.976

Atom charges from the natural (NBO) analysis, given in e for atoms 1 to 2:
1 C -0.518
2 C -0.089



Density functional theory data (wB97M-V/def2-TZVPD) for 2 unconnected molecules or ions with the total composition C5H10O2 in a non-equilibrium geometry.

Calculated values
Molar mass: 102.13 g mol⁻¹
Relative energy (zero: lowest compared OMol25 entry of this formula, charge and spin): 400.0 kJ/mol
Maximum force: 0.067 hartree/bohr
Charge: 0

Bonds (Å) are listed after each position.
Atoms and positions in Å:
1 C -1.161 0.170 1.952  C2 1.340, H7 1.099, H8 1.080
2 C -0.589 0.269 0.744  C1 1.340, C3 1.467, H9 1.082
3 C 0.757 -0.065 0.265  C2 1.467, C4 1.392, H10 1.133
4 C 1.447 0.932 -0.416  C3 1.392, C5 1.478, O6 1.380
5 C 2.253 0.642 -1.621  C4 1.478, H11 1.109, H12 1.126, H13 1.087
6 O 0.919 2.207 -0.422  C4 1.380, H14 0.963
7 H -1.993 0.884 2.026  C1 1.099
8 H -0.841 -0.512 2.726  C1 1.080
9 H -1.125 0.600 -0.135  C2 1.082
10 H 1.448 -0.661 0.938  C3 1.133
11 H 2.919 1.499 -1.851  C5 1.109
12 H 1.571 0.682 -2.516  C5 1.126
13 H 2.910 -0.213 -1.487  C5 1.087
14 H -0.017 2.227 -0.196  O6 0.963
15 O -3.070 -2.807 0.341  H16 0.967, H17 0.968
16 H -2.182 -2.511 0.099  O15 0.967
17 H -3.247 -3.342 -0.447  O15 0.968

Atom charges from the natural (NBO) analysis, given in e for atoms 1 to 2:
1 C -0.393
2 C -0.242



Density functional theory data (wB97M-V/def2-TZVPD) for a single C5H10O2 molecule.

Calculated values
Molar mass: 102.13 g mol⁻¹
Relative energy (zero: lowest compared OMol25 entry of this formula, charge and spin): 126.1 kJ/mol
Maximum force: 0.010 hartree/bohr
Charge: 0

Bonds (Å) are listed after each position.
Atoms and positions in Å:
1 C 1.903 1.322 0.799  C2 1.526, H8 1.095, H9 1.094, H10 1.095
2 C 1.236 -0.027 0.542  C1 1.526, C3 1.531, H11 1.099, H12 1.098
3 C -0.159 0.101 -0.076  C2 1.531, O4 1.420, C5 1.537, H13 1.098
4 O -0.090 0.618 -1.397  C3 1.420, H14 0.966
5 C -0.927 -1.230 -0.058  C3 1.537, C6 1.509, H15 1.098, H16 1.096
6 C -2.154 -1.134 -0.930  C5 1.509, O7 1.207, H17 1.112
7 O -2.306 -1.777 -1.941  C6 1.207
8 H 2.943 1.195 1.116  C1 1.095
9 H 1.901 1.939 -0.104  C1 1.094
10 H 1.376 1.878 1.582  C1 1.095
11 H 1.854 -0.615 -0.150  C2 1.099
12 H 1.182 -0.607 1.473  C2 1.098
13 H -0.738 0.851 0.479  C3 1.098
14 H 0.293 -0.065 -1.964  O4 0.966
15 H -1.226 -1.479 0.969  C5 1.098
16 H -0.298 -2.045 -0.433  C5 1.096
17 H -2.918 -0.400 -0.594  C6 1.112

Atom charges from the natural (NBO) analysis, given in e for atoms 1 to 2:
1 C -0.609
2 C -0.414



Density functional theory data (wB97M-V/def2-TZVPD) for 2 unconnected molecules or ions with the total composition C5H10O2.

Calculated values
Molar mass: 102.13 g mol⁻¹
Relative energy (zero: lowest compared OMol25 entry of this formula, charge and spin): 224.0 kJ/mol
Maximum force: 0.008 hartree/bohr
Charge: 0

Bonds (Å) are listed after each position.
Atoms and positions in Å:
1 C 0.091 0.433 -1.705  C2 1.327, C5 1.511, H6 1.082
2 C -0.854 0.465 -0.774  C1 1.327, O3 1.372, H7 1.083
3 O -1.037 -0.715 -0.098  C2 1.372, C4 1.445
4 C 0.019 -1.604 -0.523  O3 1.445, C5 1.541, H8 1.096, H9 1.092
5 C 0.656 -0.967 -1.773  C1 1.511, C4 1.541, H10 1.095, H11 1.097
6 H 0.380 1.259 -2.342  C1 1.082
7 H -1.496 1.270 -0.437  C2 1.083
8 H 0.738 -1.682 0.301  C4 1.096
9 H -0.426 -2.586 -0.701  C4 1.092
10 H 1.750 -0.995 -1.727  C5 1.095
11 H 0.353 -1.477 -2.697  C5 1.097
12 C 0.248 1.290 2.199  O13 1.409, H14 1.100, H15 1.093, H16 1.101
13 O -1.126 0.979 2.181  C12 1.409, H17 0.969
14 H 0.839 0.566 2.780  C12 1.100
15 H 0.354 2.270 2.671  C12 1.093
16 H 0.677 1.353 1.187  C12 1.101
17 H -1.227 0.147 1.695  O13 0.969

Atom charges from the natural (NBO) analysis, given in e for atoms 1 to 2:
1 C -0.313
2 C 0.126



Q: Number 5 is which compound?
A: C5H10O2



Q: Among the records above, which one has the highest relative energy (zero: lowest compared OMol25 entry of this formula, charge and spin)?
A: number 4